Entry 1:
Below is a structure of composition C26H32NO5STi in a non-equilibrium geometry, with properties calculated with ωB97M-V/def2-TZVPD.

Results
Spin multiplicity   3
Energy   -73156.5970 eV
Total charge   -1

Last column: Mulliken spin population.
Element x y z (Å)
O (-0.324, -0.551, -4.516)  -0.001
C (-0.348, 0.776, -5.164)  -0.001
C (-0.192, 0.358, -6.599)  0.000
H (0.542, 1.353, -4.871)  0.000
H (-1.274, 1.315, -4.987)  0.000
C (-0.171, -1.001, -5.917)  0.000
H (0.769, 0.762, -6.969)  0.000
H (-1.071, 0.693, -7.176)  0.000
C (1.190, -1.686, -6.123)  0.000
H (2.011, -1.018, -5.801)  0.000
H (1.399, -1.971, -7.169)  0.000
H (1.255, -2.581, -5.483)  0.000
C (-1.384, -1.874, -6.269)  0.000
H (-2.309, -1.332, -6.038)  0.000
H (-1.374, -2.761, -5.612)  0.000
H (-1.460, -2.219, -7.312)  0.000
Ti (-0.425, -0.755, 0.960)  1.013
C (-2.356, -1.164, 2.216)  -0.031
C (-2.178, 0.243, 2.303)  0.009
C (-2.270, 0.800, 0.999)  -0.035
H (-2.117, 0.791, 3.253)  0.018
C (-2.535, -0.264, 0.083)  0.088
C (-2.578, -1.499, 0.829)  -0.019
H (-2.792, -2.472, 0.438)  0.008
H (-2.395, -1.833, 3.068)  0.005
H (-2.215, 1.872, 0.759)  0.000
H (-2.751, -0.157, -0.979)  0.002
C (0.490, -2.264, 2.617)  -0.035
C (-0.290, -3.061, 1.723)  0.006
C (0.273, -2.935, 0.404)  -0.007
H (-1.071, -3.749, 2.020)  0.003
C (1.421, -2.075, 0.506)  0.040
C (1.549, -1.672, 1.873)  -0.007
H (2.403, -1.116, 2.300)  0.002
H (0.352, -2.207, 3.700)  0.007
H (-0.048, -3.481, -0.481)  0.004
H (2.148, -1.889, -0.290)  0.007
O (1.048, 0.810, -0.436)  0.004
C (0.331, 0.429, -1.633)  0.024
C (-0.208, 1.746, -2.278)  0.018
H (-0.525, -0.298, -1.395)  -0.006
H (1.037, -0.157, -2.278)  -0.013
C (0.735, 2.816, -1.756)  0.003
H (-1.279, 1.905, -2.073)  -0.001
H (-0.123, 1.608, -3.342)  0.001
C (0.973, 2.345, -0.332)  0.010
H (0.332, 3.823, -1.818)  0.001
H (1.640, 2.786, -2.389)  0.000
H (0.085, 2.601, 0.295)  -0.006
H (1.882, 2.633, 0.191)  0.001
O (1.662, 4.018, 4.690)  0.015
S (2.206, 2.704, 4.460)  0.039
O (3.622, 2.466, 4.562)  0.013
N (1.617, 2.037, 3.038)  0.103
C (0.785, 1.035, 3.230)  0.210
O (0.190, 0.429, 2.236)  -0.006
C (0.572, 0.679, 4.674)  0.074
C (-0.233, -0.272, 5.374)  0.109
C (-0.245, -0.275, 6.795)  -0.084
C (0.537, 0.651, 7.515)  0.266
C (1.322, 1.571, 6.841)  -0.112
C (1.310, 1.558, 5.446)  0.161
H (-0.843, -0.995, 4.819)  0.075
H (-0.847, -1.001, 7.345)  -0.005
H (0.558, 0.657, 8.612)  0.036
H (1.986, 2.315, 7.314)  -0.005



Entry 2:
Below is a structure of composition C26H33AlF2NO2Si, with properties calculated with ωB97M-V/def2-TZVPD.

Results
Energy   -52997.6967 eV
Total charge   -1

Last column: natural (NBO) charge in e.
Element x y z (Å)
Al (-0.114, 0.498, -0.178)  1.971
C (0.365, 3.716, -0.949)  -1.146
Si (-1.393, 3.396, -0.399)  1.821
C (-1.728, 4.409, 1.147)  -1.131
C (-2.556, 3.956, -1.768)  -1.128
N (-1.525, 1.693, -0.111)  -1.341
C (-2.709, 1.034, 0.214)  0.229
C (-3.956, 1.608, 0.460)  -0.292
C (-5.063, 0.814, 0.747)  -0.205
C (-4.962, -0.566, 0.791)  -0.255
C (-3.732, -1.175, 0.547)  -0.241
C (-2.655, -0.370, 0.279)  0.220
O (-1.371, -0.875, 0.014)  -0.632
C (-1.186, -2.294, -0.255)  0.061
C (-0.973, -3.154, 0.962)  -0.286
C (-1.504, -4.533, 0.635)  -0.312
C (-1.778, -4.940, -0.632)  -0.191
C (-1.763, -4.076, -1.764)  -0.481
C (-1.589, -2.722, -1.493)  -0.216
H (0.479, 4.767, -1.229)  0.229
H (0.631, 3.097, -1.809)  0.256
H (1.078, 3.503, -0.149)  0.254
H (-1.577, 5.473, 0.946)  0.224
H (-1.034, 4.110, 1.936)  0.245
H (-2.743, 4.282, 1.529)  0.230
H (-2.459, 5.032, -1.940)  0.225
H (-3.602, 3.744, -1.540)  0.232
H (-2.309, 3.440, -2.699)  0.238
H (-4.069, 2.684, 0.425)  0.202
H (-6.018, 1.291, 0.933)  0.199
H (-5.830, -1.174, 1.009)  0.205
H (-3.602, -2.251, 0.546)  0.250
H (-1.559, -2.722, 1.795)  0.186
H (-1.666, -5.218, 1.462)  0.186
H (-2.094, -5.971, -0.770)  0.191
H (-2.004, -4.428, -2.756)  0.197
H (-1.766, -1.968, -2.256)  0.211
F (1.500, 1.883, 1.650)  -0.397
C (1.027, 0.568, 1.492)  0.056
F (0.240, 0.330, 2.618)  -0.384
H (1.915, -0.057, 1.625)  0.126
C (3.156, 0.302, -2.046)  -0.618
C (1.870, -0.497, -1.886)  0.112
C (1.557, -1.322, -3.121)  -0.622
O (0.800, 0.389, -1.630)  -1.007
H (4.008, -0.355, -2.235)  0.199
H (3.355, 0.885, -1.145)  0.208
H (3.053, 0.994, -2.886)  0.199
H (2.002, -1.196, -1.045)  0.158
H (1.432, -0.661, -3.983)  0.197
H (0.633, -1.883, -2.972)  0.227
H (2.360, -2.033, -3.332)  0.199
C (0.474, -3.168, 1.512)  -0.411
C (1.513, -3.978, 0.769)  -0.017
C (2.509, -4.639, 1.484)  -0.162
C (3.517, -5.346, 0.841)  -0.244
C (3.543, -5.411, -0.543)  -0.242
C (2.547, -4.768, -1.269)  -0.202
C (1.545, -4.059, -0.624)  -0.220
H (0.817, -2.129, 1.559)  0.205
H (0.451, -3.519, 2.550)  0.196
H (2.493, -4.599, 2.568)  0.190
H (4.278, -5.850, 1.425)  0.197
H (4.323, -5.964, -1.052)  0.198
H (2.544, -4.822, -2.351)  0.203
H (0.769, -3.584, -1.207)  0.251



Entry 3:
Below is a structure of composition C26H33ClCrN4O4Te in a non-equilibrium geometry, with properties calculated with ωB97M-V/def2-TZVPD.

Results
Spin multiplicity   4
Energy   -89881.5654 eV
Total charge   +1

Last column: Mulliken spin population.
Element x y z (Å)
Cr (0.708, 0.369, 0.351)  3.140
Cl (-2.691, 6.790, 0.246)  0.001
C (-1.676, 5.406, 0.446)  0.005
C (-0.590, 5.467, 1.332)  0.000
C (0.232, 4.380, 1.495)  0.004
C (0.009, 3.172, 0.806)  -0.008
O (0.814, 2.161, 0.998)  -0.024
C (-1.113, 3.116, -0.075)  0.026
C (-1.458, 1.930, -0.773)  0.007
O (-0.861, 0.832, -0.717)  -0.056
C (-1.928, 4.257, -0.248)  0.004
H (-0.409, 6.380, 1.883)  0.000
H (1.073, 4.429, 2.176)  0.001
H (-2.348, 1.968, -1.406)  -0.003
H (-2.760, 4.210, -0.939)  0.001
N (0.470, -1.577, -0.510)  -0.069
C (1.538, -2.557, -0.801)  0.007
C (2.779, -1.885, -1.373)  0.014
C (2.507, -1.013, -2.610)  0.000
C (2.802, 0.459, -2.350)  0.004
N (1.777, 1.099, -1.486)  -0.023
H (-0.267, -2.034, 0.038)  0.015
H (-0.001, -1.340, -1.384)  0.006
H (1.171, -3.312, -1.500)  -0.001
H (1.812, -3.063, 0.126)  -0.002
H (3.500, -2.664, -1.615)  0.001
H (3.221, -1.266, -0.590)  -0.003
H (1.473, -1.121, -2.954)  -0.001
H (3.137, -1.338, -3.437)  0.000
H (2.859, 0.996, -3.300)  -0.002
H (3.775, 0.541, -1.863)  -0.002
H (0.954, 1.259, -2.064)  0.007
H (2.108, 2.024, -1.220)  0.008
N (5.507, -0.706, 5.401)  0.000
C (5.730, -0.642, 4.066)  0.000
O (6.815, -0.791, 3.554)  0.002
C (4.510, -0.414, 3.216)  0.008
C (4.603, 0.410, 2.100)  -0.003
C (3.502, 0.576, 1.291)  0.037
N (2.339, -0.072, 1.472)  -0.129
C (2.273, -0.902, 2.525)  0.029
C (3.302, -1.069, 3.429)  -0.004
H (6.305, -0.823, 6.006)  0.000
H (4.643, -0.410, 5.819)  0.000
H (5.535, 0.909, 1.874)  0.000
H (3.542, 1.257, 0.452)  -0.005
H (1.354, -1.458, 2.641)  -0.001
H (3.175, -1.743, 4.265)  0.000
Te (-3.027, -1.248, -0.318)  0.017
C (-4.495, -2.330, -1.396)  -0.001
C (-4.136, -3.023, -2.550)  0.000
C (-5.070, -3.772, -3.249)  -0.001
C (-6.380, -3.848, -2.796)  0.001
C (-6.748, -3.159, -1.650)  -0.001
C (-5.816, -2.397, -0.961)  0.001
H (-3.114, -2.969, -2.905)  0.000
H (-4.773, -4.304, -4.145)  0.000
H (-7.109, -4.441, -3.334)  0.000
H (-7.768, -3.217, -1.291)  0.000
H (-6.114, -1.858, -0.071)  0.000
C (-2.221, -0.861, 3.326)  -0.001
C (-1.125, -0.012, 2.787)  0.017
C (-0.783, 1.232, 3.536)  0.003
O (-0.559, -0.347, 1.740)  -0.030
H (-2.381, -0.679, 4.387)  0.000
H (-2.026, -1.915, 3.141)  -0.001
H (-3.136, -0.601, 2.782)  0.002
H (-0.659, 1.006, 4.595)  0.001
H (-1.612, 1.939, 3.447)  0.001
H (0.119, 1.691, 3.138)  0.001